Entry 1:
Below is C31H24BiN6O6S as an isolated structure, with properties calculated with ωB97M-V/def2-TZVPD.

Structure (XYZ):
```
69
Properties=species:S:1:pos:R:3
Bi 0.202 0.217 -0.345
O -4.111 1.005 -0.203
C -2.897 1.021 -0.016
N -2.046 -0.025 0.019
C -2.474 -1.367 -0.030
C -3.769 -1.780 -0.346
C -4.097 -3.130 -0.375
C -3.138 -4.086 -0.096
C -1.840 -3.697 0.210
C -1.490 -2.349 0.245
N -0.175 -1.878 0.481
C 0.774 -2.633 1.074
O 0.698 -3.805 1.433
C 2.099 -1.931 1.312
C 3.264 -2.686 1.317
C 4.468 -2.040 1.518
C 4.472 -0.668 1.729
C 3.263 -0.001 1.716
N 2.098 -0.617 1.521
C -2.264 2.383 0.231
C -3.009 3.520 -0.046
C -2.456 4.757 0.218
C -1.181 4.824 0.761
C -0.510 3.641 1.000
N -1.037 2.443 0.748
H -4.509 -1.031 -0.569
H -5.110 -3.424 -0.624
H -3.386 -5.141 -0.119
H -1.085 -4.435 0.428
H 3.194 -3.752 1.157
H 5.397 -2.597 1.507
H 5.394 -0.123 1.880
H 3.219 1.073 1.859
H -3.996 3.398 -0.467
H -3.006 5.663 -0.004
H -0.706 5.772 0.973
H 0.497 3.645 1.403
C 4.797 1.781 -6.044
C 3.486 2.073 -5.362
C 2.283 1.980 -6.049
C 1.075 2.231 -5.411
C 1.075 2.579 -4.070
C 2.268 2.684 -3.366
C 3.463 2.436 -4.016
S -0.458 2.798 -3.207
O -1.462 3.050 -4.216
O -0.235 3.799 -2.195
N -0.690 1.423 -2.436
C -0.896 0.235 -3.096
C -1.489 0.010 -4.350
C -1.609 -1.287 -4.792
C -1.160 -2.354 -4.014
C -0.601 -2.064 -2.794
N -0.488 -0.811 -2.355
H 4.639 1.353 -7.034
H 5.387 1.073 -5.460
H 5.390 2.691 -6.159
H 2.288 1.691 -7.093
H 0.136 2.162 -5.942
H 2.246 2.941 -2.315
H 4.394 2.495 -3.464
H -1.848 0.853 -4.920
H -2.070 -1.480 -5.755
H -1.239 -3.377 -4.349
H -0.208 -2.833 -2.143
O 2.329 -1.430 -3.110
C 2.954 -0.745 -2.307
O 2.514 -0.075 -1.307
H 4.051 -0.633 -2.460
```

Properties
- HOMO energy (eV) = -4.99
- total charge = -1
- gap between HOMO and LUMO (eV) = 7.65
- E_LUMO (eV) = 2.7

Results of the Mulliken charge analysis, in e, for atoms 1 through 4: 1.333 -0.794 0.580 0.216

Entry 2:
Below is C31H24BrCl2GaO5P as an isolated structure, with properties calculated with ωB97M-V/def2-TZVPD.

Structure (XYZ):
```
65
Properties=species:S:1:pos:R:3
C 5.860 3.830 6.462
C 4.941 2.644 6.681
Cl 4.589 2.505 8.460
C 3.680 2.785 5.870
Cl 2.763 1.215 5.907
Ga 2.431 4.394 6.201
P 0.195 3.537 5.848
O -0.271 3.194 7.423
Br -0.789 5.602 5.623
H 6.825 3.673 6.944
H 5.408 4.734 6.872
H 6.021 3.978 5.391
H 5.445 1.700 6.466
H 4.005 2.873 4.830
H 2.511 5.061 7.632
H 2.724 5.420 4.994
H -1.016 3.734 7.695
C 2.518 3.791 1.615
C 1.426 3.619 2.455
C 0.257 3.050 1.973
C 0.180 2.651 0.644
C 1.282 2.820 -0.203
C 2.450 3.392 0.290
C 1.242 2.397 -1.625
O 2.199 2.523 -2.363
C -0.031 1.796 -2.131
C -0.103 1.391 -3.460
C -1.264 0.814 -3.946
C -2.360 0.644 -3.108
C -2.295 1.051 -1.786
C -1.129 1.626 -1.292
C -1.081 2.038 0.148
O -2.042 1.865 0.866
H 3.422 4.241 2.006
H 1.503 3.932 3.487
H -0.593 2.907 2.628
H 3.289 3.512 -0.382
H 0.768 1.527 -4.087
H -1.313 0.471 -4.972
H -3.258 0.173 -3.487
H -3.130 0.923 -1.110
C -0.134 -2.668 -1.668
C -0.325 -3.771 -0.844
C -1.107 -4.832 -1.271
C -1.711 -4.792 -2.523
C -1.523 -3.681 -3.348
C -0.726 -2.627 -2.919
C -2.174 -3.586 -4.684
O -2.019 -2.620 -5.400
C -3.040 -4.727 -5.108
C -3.677 -4.663 -6.342
C -4.484 -5.707 -6.759
C -4.659 -6.822 -5.945
C -4.027 -6.890 -4.715
C -3.216 -5.844 -4.291
C -2.549 -5.943 -2.958
O -2.690 -6.926 -2.262
H 0.473 -1.837 -1.332
H 0.134 -3.799 0.136
H -1.268 -5.701 -0.648
H -0.595 -1.773 -3.569
H -3.523 -3.786 -6.956
H -4.981 -5.656 -7.719
H -5.292 -7.637 -6.272
H -4.147 -7.745 -4.063
```

Properties
- HOMO energy (eV) = -4.26
- total charge = -1
- gap between HOMO and LUMO (eV) = 4.37
- E_LUMO (eV) = 0.1

Results of the natural (NBO) charge analysis, in e, for atoms 1 through 4: -0.623 -0.186 -0.108 -0.608

Entry 3:
Below is C31H24IIrNO4PS5 as an isolated structure, with properties calculated with ωB97M-V/def2-TZVPD.

Structure (XYZ):
```
68
Properties=species:S:1:pos:R:3
Ir -0.127 0.461 -0.677
O 0.374 -1.331 0.245
C 1.092 -2.392 -0.276
C 1.245 -3.383 0.892
C 0.954 -4.710 1.014
C 1.266 -5.243 2.294
C 1.801 -4.310 3.125
S 1.946 -2.790 2.356
C 0.365 -2.992 -1.464
C 0.584 -2.723 -2.784
C -0.416 -3.248 -3.641
C -1.396 -3.895 -2.954
S -1.114 -3.862 -1.274
C 2.516 -1.980 -0.618
C 3.147 -0.879 -0.131
C 4.511 -0.808 -0.511
C 4.894 -1.870 -1.269
S 3.592 -2.951 -1.537
H 0.556 -5.309 0.213
H 1.097 -6.273 2.573
H 2.125 -4.439 4.143
H 1.417 -2.132 -3.128
H -0.412 -3.127 -4.713
H -2.275 -4.377 -3.348
H 2.634 -0.131 0.455
H 5.168 0.008 -0.252
H 5.858 -2.058 -1.709
O 2.275 2.528 -3.158
S 1.482 1.769 -2.241
O 1.756 1.964 -0.779
O 1.460 0.290 -2.457
S -0.577 2.067 -2.210
I -2.593 -0.315 -0.820
N -0.493 1.171 1.034
P -1.195 0.823 2.406
C 0.140 0.445 3.583
C 1.455 0.637 3.176
C 2.495 0.345 4.046
C 2.227 -0.132 5.320
C 0.914 -0.326 5.729
C -0.127 -0.042 4.861
C -2.352 -0.550 2.651
C -3.654 -0.404 3.116
C -4.474 -1.517 3.236
C -3.997 -2.776 2.891
C -2.695 -2.922 2.429
C -1.881 -1.811 2.316
C -2.063 2.299 2.987
C -3.083 2.790 2.173
C -3.755 3.947 2.523
C -3.404 4.631 3.680
C -2.375 4.159 4.479
C -1.702 2.996 4.132
H 1.644 1.011 2.178
H 3.517 0.488 3.723
H 3.041 -0.361 5.995
H 0.703 -0.710 6.719
H -1.152 -0.219 5.168
H -4.040 0.573 3.379
H -5.490 -1.400 3.591
H -4.642 -3.641 2.977
H -2.311 -3.895 2.141
H -0.888 -1.916 1.910
H -3.329 2.268 1.254
H -4.543 4.323 1.885
H -3.925 5.541 3.949
H -2.085 4.700 5.371
H -0.891 2.639 4.754
```

Properties
- multiplicity = 2
- HOMO energy (alpha / beta) (eV) = -5.04 / -5.26
- total charge = -1
- gap between HOMO and LUMO (alpha / beta) (eV) = 7.35 / 6.92
- E_LUMO (alpha / beta) (eV) = 2.3 / 1.7
- ΔE to the lowest compared entry with this formula, charge and spin (kJ/mol) = 0.0

Results of the natural (NBO) charge analysis, in e, for atoms 1 through 4: 1.084 -0.843 0.106 -0.167

Entry 4:
Below is C31H25Br4Cl2N5O5ReS as an isolated structure, with properties calculated with ωB97M-V/def2-TZVPD.

Structure (XYZ):
```
74
Properties=species:S:1:pos:R:3
Re -0.440 -0.710 0.166
N -4.074 1.720 0.592
C -2.903 1.073 0.592
S -2.724 -0.261 -0.493
N -1.994 1.443 1.465
N -0.846 0.800 1.455
C 0.009 1.026 2.428
C 1.193 0.239 2.425
C 2.191 0.321 3.404
C 3.294 -0.498 3.305
C 3.395 -1.375 2.227
C 2.370 -1.413 1.297
N 1.298 -0.642 1.397
H -4.801 1.430 -0.038
H -4.257 2.406 1.303
H -0.217 1.738 3.209
H 2.063 1.009 4.225
H 4.073 -0.457 4.048
H 4.252 -2.017 2.107
H 2.409 -2.067 0.433
Br -3.155 -7.003 -1.175
C -2.507 -5.481 -0.283
C -2.809 -5.288 1.065
Br -3.806 -6.570 2.014
C -2.394 -4.130 1.712
Br -2.844 -3.765 3.506
C -1.653 -3.163 1.039
O -1.289 -2.038 1.556
C -1.265 -3.396 -0.333
O -0.515 -2.500 -0.866
C -1.743 -4.545 -0.972
Br -1.345 -4.750 -2.802
Cl 5.880 3.419 -4.611
C 6.756 2.114 -3.872
C 8.114 2.249 -3.665
C 8.821 1.221 -3.067
C 8.161 0.072 -2.669
C 6.800 -0.054 -2.874
Cl 5.995 -1.467 -2.287
C 6.054 0.953 -3.507
N 4.695 0.853 -3.694
C 4.061 -0.260 -4.274
C 4.777 -1.132 -5.090
C 4.137 -2.180 -5.720
C 2.778 -2.371 -5.530
C 2.062 -1.515 -4.710
C 2.685 -0.451 -4.074
C 1.949 0.533 -3.201
C 0.703 0.005 -2.484
O -0.243 -0.512 -3.040
O 0.760 0.204 -1.207
H 8.615 3.154 -3.967
H 9.881 1.320 -2.899
H 8.691 -0.723 -2.173
H 4.239 1.738 -3.880
H 5.833 -0.957 -5.244
H 4.697 -2.830 -6.378
H 2.278 -3.190 -6.023
H 1.006 -1.673 -4.562
H 1.629 1.379 -3.818
H 2.622 0.901 -2.424
C -1.826 3.199 -3.787
C -1.376 4.241 -2.760
C -0.838 3.352 -1.638
O -1.651 2.196 -1.628
C -2.236 2.004 -2.916
H -0.997 2.921 -4.440
H -2.651 3.546 -4.407
H -2.227 4.827 -2.406
H -0.619 4.918 -3.152
H -0.910 3.809 -0.648
H 0.210 3.074 -1.830
H -3.325 1.955 -2.782
H -1.890 1.054 -3.332
```

Properties
- multiplicity = 2
- HOMO energy (alpha / beta) (eV) = -7.50 / -7.68
- gap between HOMO and LUMO (alpha / beta) (eV) = 5.76 / 5.99
- E_LUMO (alpha / beta) (eV) = -1.7 / -1.7
- ΔE to the lowest compared entry with this formula, charge and spin (kJ/mol) = 109.8

Results of the Mulliken charge analysis, in e, for atoms 1 through 4: 0.929 -0.351 0.853 -0.574

| no. | calculated total energy (hartree) |
| --- | --- |
| 1 | -2588.7014 |
| 2 | -7332.5978 |
| 3 | -4285.8224 |
| 4 | -13539.2525 |